Record 1
Below is C21H23NO5 in the gas phase at a distorted geometry, with properties calculated with wB97M-V/def2-TZVPD.

Positions of all 50 atoms, in Å:
C  -4.41191  -4.14165  -0.48192
O  -4.63351  -2.89332  0.12469
C  -3.78219  -1.85664  -0.16567
C  -2.66787  -1.99658  -0.98482
C  -1.81490  -0.93796  -1.23780
C  -2.05792  0.30001  -0.66557
C  -1.09282  1.43528  -0.89741
O  -1.72566  2.69816  -0.75838
C  -1.30274  3.37746  0.30325
O  -1.73330  4.44793  0.61868
C  -0.21288  2.59620  1.03434
C  0.07422  1.40625  0.12204
C  1.42781  1.51721  -0.59342
O  1.54140  1.55411  -1.79865
N  2.47277  1.57321  0.25610
C  3.85013  1.59992  -0.20140
C  4.52598  0.27176  0.01867
C  5.58672  0.13613  0.90137
C  6.18284  -1.09727  1.09874
C  5.72777  -2.22352  0.42700
C  6.38483  -3.55586  0.61999
C  4.65846  -2.08398  -0.45144
C  4.06516  -0.85374  -0.65484
C  -3.16727  0.45343  0.14753
C  -4.04528  -0.59560  0.40358
O  -5.07342  -0.26652  1.23228
C  -6.21663  -1.08545  1.34193
H  -5.21999  -4.78130  -0.12940
H  -3.45271  -4.57413  -0.17911
H  -4.45472  -4.07475  -1.57365
H  -2.45131  -2.95043  -1.43755
H  -0.95913  -1.07941  -1.87971
H  -0.68738  1.38406  -1.91648
H  -0.60203  2.29678  2.00859
H  0.64565  3.24874  1.19247
H  0.06655  0.45964  0.66948
H  2.32066  1.43378  1.24267
H  4.38572  2.39657  0.32313
H  3.81022  1.83334  -1.26894
H  5.95636  1.00106  1.43414
H  7.01238  -1.18473  1.78579
H  6.93312  -3.58847  1.55827
H  5.64750  -4.35579  0.61246
H  7.08900  -3.74303  -0.19128
H  4.29218  -2.95001  -0.98392
H  3.23979  -0.75474  -1.34473
H  -3.39840  1.40713  0.59529
H  -6.93101  -0.49781  1.91850
H  -6.00118  -2.01717  1.86863
H  -6.64241  -1.31420  0.36256

Atomic forces in eV per Å
0.03 -0.19 -0.08
0.08 0.44 0.12
-0.11 -0.03 0.06
-0.07 -0.12 0.04
0.00 0.19 0.07
-0.11 0.10 -0.05
0.37 -0.70 -0.20
-0.39 0.04 -0.41
0.44 0.42 0.84
-0.06 -0.05 -0.10
-0.20 0.00 -0.11
0.07 0.04 -0.34
-0.47 -0.03 0.51
0.08 -0.02 -0.46
0.35 0.10 0.24
0.06 -0.01 -0.10
0.09 0.10 0.05
-0.10 0.09 -0.13
0.00 -0.14 -0.02
0.03 0.06 0.09
0.04 0.01 -0.06
-0.02 0.06 0.01
0.04 0.01 0.01
-0.05 -0.19 -0.04
0.10 0.05 -0.03
0.39 0.01 -0.04
-0.45 -0.20 0.13
0.08 -0.01 -0.06
-0.03 0.02 -0.03
0.02 0.00 0.04
-0.03 -0.12 -0.02
0.11 -0.03 -0.12
-0.09 0.01 0.31
0.00 0.07 -0.03
-0.08 0.00 0.03
0.01 0.09 -0.06
-0.11 -0.01 -0.09
0.00 -0.06 -0.11
0.05 0.06 0.18
0.03 0.11 0.05
0.08 -0.03 0.08
0.04 -0.06 0.05
0.00 -0.09 0.03
0.06 -0.09 -0.01
-0.04 -0.10 -0.06
-0.11 0.01 -0.10
-0.08 0.13 0.04
0.02 -0.05 -0.05
-0.05 0.11 -0.06
0.02 0.01 0.05

* maximum force: 1.032 eV Å⁻¹
* multiplicity: 1
* gap between HOMO and LUMO: 8.75 eV
* structure (SMILES): COc1ccc([C@H]2OC(=O)C[C@@H]2C(=O)NCc2ccc(C)cc2)cc1OC
* ΔE to the lowest compared entry with this formula, charge and spin: 178.4 kJ/mol
* highest occupied orbital energy: -8.20 eV

Record 2
Below is C23H27FN4O4 in the gas phase, with properties calculated with wB97M-V/def2-TZVPD.

Positions of all 59 atoms, in Å:
C  0.96534  0.06988  2.22943
C  0.02142  -0.58630  1.28826
N  -1.25168  -0.18713  1.19378
C  -1.93693  -0.97911  0.30454
C  -3.29297  -0.82332  -0.02327
C  -4.20822  0.08978  0.42666
C  -4.05327  1.18548  1.39502
O  -3.07130  1.55609  2.03455
N  -5.27337  1.79685  1.49836
C  -6.21578  1.20005  0.68375
C  -7.54662  1.51396  0.50115
C  -8.27807  0.74225  -0.39053
C  -7.66042  -0.30239  -1.05917
F  -8.39863  -1.03690  -1.92311
C  -6.32698  -0.63140  -0.88792
C  -5.59297  0.13631  0.00149
C  -1.03489  -1.94525  -0.17773
C  -1.32881  -3.02040  -1.16013
C  0.20242  -1.68426  0.43443
C  1.44215  -2.45783  0.22311
O  1.46533  -3.65363  -0.00531
N  2.57954  -1.71927  0.32864
C  3.86474  -2.31121  0.02191
C  4.98119  -1.28863  0.24925
O  5.03584  -0.88425  1.59523
C  4.85591  -0.08056  -0.71171
N  3.71670  0.76787  -0.36240
C  4.08182  1.91540  0.46596
C  4.72805  3.04521  -0.34559
O  3.90022  3.44800  -1.41616
C  3.61402  2.36077  -2.26883
C  2.92411  1.23117  -1.49679
H  1.57081  0.81954  1.71965
H  0.40676  0.56897  3.01860
H  1.63051  -0.66704  2.67350
H  -1.71799  0.58016  1.69365
H  -3.65992  -1.54353  -0.74350
H  -5.44424  2.58375  2.10319
H  -8.00964  2.33139  1.03132
H  -9.32158  0.94221  -0.57225
H  -5.89945  -1.45582  -1.43495
H  -2.21068  -3.58320  -0.85862
H  -0.48377  -3.70008  -1.21748
H  -1.51677  -2.59897  -2.14837
H  2.54549  -0.71138  0.22283
H  3.89262  -2.67297  -1.01408
H  4.00972  -3.17738  0.67555
H  5.94354  -1.77311  0.04780
H  4.13276  -0.69667  1.87880
H  5.79925  0.47613  -0.67699
H  4.73256  -0.46893  -1.72449
H  4.75891  1.58508  1.25395
H  3.16271  2.30052  0.91990
H  4.87110  3.92877  0.27787
H  5.70672  2.72398  -0.73535
H  2.96087  2.75071  -3.05080
H  4.54414  1.98927  -2.72802
H  2.71119  0.39116  -2.16010
H  1.97650  1.61025  -1.09849

Atomic forces in eV per Å
-0.07 0.09 0.04
0.03 -0.16 -0.10
0.26 0.09 0.15
0.48 -0.53 -0.27
-0.38 0.53 0.31
0.30 -0.50 -0.32
0.25 0.20 0.25
0.17 0.06 0.11
0.09 0.31 0.29
-0.31 -0.51 -0.53
0.23 -0.05 0.04
0.01 -0.23 -0.18
-0.04 0.09 0.06
0.03 0.01 0.02
-0.14 0.17 0.10
-0.60 0.23 -0.01
-0.26 0.38 0.22
-0.03 -0.04 -0.10
-0.36 0.11 0.05
0.10 0.31 0.25
0.00 -0.28 -0.12
0.15 0.01 -0.04
0.25 -0.23 0.09
-0.17 -0.11 -0.65
-0.02 0.20 0.36
0.23 -0.31 0.38
0.03 0.06 0.02
0.13 0.36 -0.06
0.01 -0.19 0.26
-0.08 0.08 0.01
-0.20 -0.28 -0.02
0.07 0.30 -0.21
0.10 0.06 0.00
0.04 0.05 0.08
0.04 0.00 0.05
0.00 0.01 0.02
-0.03 -0.07 -0.06
0.15 -0.09 -0.02
-0.06 0.09 0.05
-0.11 0.00 -0.04
0.03 -0.12 -0.09
-0.05 -0.10 -0.04
-0.06 -0.06 -0.05
-0.03 -0.03 -0.08
-0.11 0.02 -0.02
0.03 0.00 0.08
0.08 0.08 -0.13
-0.16 0.00 -0.05
0.01 -0.02 0.04
-0.02 -0.01 -0.09
0.04 0.04 -0.04
-0.06 0.04 0.02
0.07 0.04 0.06
0.07 -0.08 0.01
-0.05 0.06 0.04
0.06 -0.09 -0.02
-0.06 0.04 -0.01
-0.05 -0.01 0.01
-0.02 -0.02 -0.10

* maximum force: 0.795 eV Å⁻¹
* multiplicity: 1
* gap between HOMO and LUMO: 7.03 eV
* structure (SMILES): Cc1[nH]c(/C=C2\C(=O)Nc3ccc(F)cc32)c(C)c1C(=O)NC[C@H](O)CN1CCOCC1
* ΔE to the lowest compared entry with this formula, charge and spin: 0.0 kJ/mol
* highest occupied orbital energy: -7.54 eV

Record 3
Below is 5 unconnected molecules or ions with the total composition C32H56O9, with properties calculated with wB97M-V/def2-TZVPD.

Positions of all 97 atoms, in Å:
C  -2.38517  3.73677  2.76996
C  -2.37357  3.10521  1.74817
C  -2.32732  2.34331  0.49291
C  -1.00735  2.61103  -0.21268
O  -1.10671  3.58901  -1.28328
C  0.03329  3.50533  -2.01561
O  0.22817  4.21766  -2.95333
C  0.91366  2.40946  -1.42144
C  1.90935  1.79855  -2.38790
C  3.20445  2.58825  -2.56064
O  4.32680  1.83379  -2.05990
C  5.08986  2.32764  -1.06156
C  4.40587  3.10189  0.03923
O  6.25451  2.07703  -1.03122
C  -0.20163  1.50927  -0.87147
C  0.14083  0.25530  -0.07421
C  0.14622  0.39337  1.46701
C  1.20554  -0.51744  2.10446
C  2.49448  0.24665  2.39505
O  3.30023  -0.51040  3.28266
C  4.05519  0.28641  4.17735
H  -2.37730  4.32919  3.64900
H  -2.44421  1.28314  0.72142
H  -3.19354  2.63179  -0.10592
H  -0.33953  3.08047  0.51450
H  1.46057  2.93381  -0.62395
H  2.18212  0.80088  -2.03751
H  1.44534  1.65456  -3.36538
H  3.40417  2.75340  -3.61350
H  3.15502  3.57445  -2.10775
H  3.59042  2.53682  0.48906
H  5.15998  3.32116  0.78910
H  4.03243  4.05577  -0.32989
H  -0.67758  1.16127  -1.79826
H  1.12029  -0.12896  -0.36743
H  -0.58252  -0.51131  -0.34988
H  -0.83356  0.09568  1.84042
H  0.30503  1.43141  1.76654
H  1.43738  -1.33502  1.42100
H  0.86397  -0.90975  3.06172
H  3.06074  0.40131  1.46639
H  2.23531  1.21132  2.84397
H  3.45953  0.52492  5.06341
H  4.38275  1.21204  3.69745
H  4.93796  -0.28264  4.46151
C  -3.99322  -2.67471  -0.66165
C  -4.72187  -3.00899  0.63649
C  -3.84363  -2.32295  1.67282
O  -3.27602  -1.17543  1.02807
C  -3.51633  -1.25875  -0.37964
H  -4.62472  -2.74269  -1.54500
H  -3.14596  -3.34788  -0.80001
H  -5.71922  -2.56285  0.63220
H  -4.82637  -4.07790  0.81231
H  -3.02848  -2.97747  1.99823
H  -4.39594  -1.99440  2.55368
H  -4.28429  -0.52161  -0.64343
H  -2.60001  -0.99662  -0.91165
C  -5.31048  -7.24505  -3.35886
C  -6.04708  -7.55461  -2.05688
C  -5.15807  -6.86382  -1.03095
O  -4.58344  -5.73567  -1.69350
C  -4.81499  -5.82830  -3.10035
H  -5.93767  -7.31521  -4.24599
H  -4.46535  -7.92511  -3.48334
H  -7.03862  -7.09721  -2.06855
H  -6.16561  -8.61897  -1.86111
H  -4.35159  -7.52456  -0.69572
H  -5.70751  -6.51798  -0.15416
H  -5.57089  -5.08725  -3.38357
H  -3.88923  -5.59547  -3.62745
C  2.42820  6.76393  -5.72264
C  3.32379  6.14494  -6.79423
C  4.35980  5.41991  -5.94519
O  3.68740  5.01861  -4.75133
C  2.41040  5.66957  -4.66272
H  1.42974  7.01658  -6.07563
H  2.89115  7.67157  -5.32852
H  2.75481  5.43009  -7.39260
H  3.77097  6.87376  -7.46874
H  5.18835  6.08509  -5.67861
H  4.77233  4.53614  -6.43365
H  1.62524  4.93973  -4.85794
H  2.27536  6.05305  -3.65190
C  2.18905  -2.79729  6.90341
C  0.74627  -3.06714  7.32689
C  -0.03190  -2.33184  6.24286
O  0.76609  -2.39709  5.06152
C  2.08278  -2.85741  5.38464
H  2.90540  -3.51365  7.30277
H  2.49212  -1.79725  7.22270
H  0.53683  -4.13809  7.28347
H  0.50706  -2.71391  8.32895
H  -0.18348  -1.27986  6.51022
H  -1.00597  -2.77832  6.03809
H  2.19374  -3.88506  5.02142
H  2.80957  -2.22842  4.87521

Atomic forces in eV per Å
0.08 -0.18 -0.46
-0.21 0.06 0.28
-0.30 0.21 0.17
0.28 0.21 -0.10
-0.19 -0.05 0.13
-0.12 0.09 0.27
0.18 0.02 -0.22
0.11 0.24 -0.32
-0.06 -0.13 -0.10
-0.12 -0.25 -0.21
-0.06 0.28 -0.15
-0.42 -0.01 0.16
0.19 0.33 -0.01
0.60 -0.25 0.02
0.39 -0.41 -0.39
0.11 0.33 0.60
0.00 -0.46 -0.35
0.21 0.58 0.20
-0.18 -0.43 -0.06
0.13 0.11 0.01
-0.07 -0.17 -0.30
-0.04 0.01 0.13
0.07 -0.08 -0.03
0.16 -0.02 -0.25
-0.10 -0.13 0.22
-0.03 -0.32 0.26
0.03 0.02 0.03
-0.11 0.06 0.02
0.12 0.04 -0.07
-0.03 0.03 0.10
-0.06 -0.01 -0.10
-0.02 -0.07 0.07
-0.14 0.00 0.04
-0.49 0.11 0.18
0.00 0.10 -0.25
0.08 -0.14 0.08
-0.05 0.14 0.04
0.05 0.01 0.08
-0.13 -0.26 0.21
-0.06 -0.19 -0.08
-0.01 0.29 0.02
0.09 0.06 0.00
0.04 0.10 0.06
0.06 0.05 0.05
0.00 -0.01 0.11
0.10 -0.03 0.07
-0.08 0.05 -0.02
0.10 -0.04 0.07
0.02 -0.04 -0.09
-0.13 0.18 -0.04
-0.01 0.00 0.00
-0.01 -0.01 -0.01
0.00 0.00 0.01
0.03 -0.01 -0.03
-0.02 -0.02 0.01
0.02 0.04 0.00
0.00 -0.02 -0.05
0.01 -0.02 0.00
0.04 -0.04 0.03
-0.04 0.05 -0.02
0.05 -0.04 -0.02
0.00 0.01 0.03
-0.06 0.02 0.00
-0.02 0.01 0.01
0.01 0.01 0.00
0.00 0.00 0.01
0.02 -0.01 -0.01
-0.02 -0.02 0.01
0.01 0.03 0.00
0.00 -0.01 -0.03
0.02 0.01 0.03
0.06 0.04 0.04
-0.05 -0.04 -0.01
0.00 0.05 0.03
-0.02 -0.02 0.06
0.11 0.06 -0.21
-0.01 -0.01 -0.02
-0.01 0.00 0.01
0.01 -0.01 0.00
0.00 0.01 0.01
0.01 0.01 -0.03
0.00 -0.02 0.02
-0.05 -0.01 0.03
0.01 -0.04 0.03
-0.04 0.06 0.01
0.02 -0.06 -0.02
0.03 0.05 0.02
-0.01 0.02 0.00
-0.01 -0.08 0.06
-0.01 -0.01 0.00
0.01 0.00 -0.01
-0.01 0.00 0.00
0.01 0.02 0.00
-0.02 -0.01 0.03
0.00 0.00 -0.03
0.02 0.00 0.02
-0.04 0.01 -0.07

* maximum force: 0.693 eV Å⁻¹
* multiplicity: 1
* gap between HOMO and LUMO: 9.98 eV
* structure (SMILES): C#CC[C@@H]1OC(=O)[C@H](CCOC(C)=O)[C@H]1CCCCOC.C1CCOC1.C1CCOC1.C1CCOC1.C1CCOC1
* ΔE to the lowest compared entry with this formula, charge and spin: 0.0 kJ/mol
* highest occupied orbital energy: -9.29 eV

no.,LUMO level (Ha)
1,0.0201
2,-0.0189
3,0.0252